16
Properties=species:S:1:pos:R:3:forces:R:3 method="wB97M-V/def2-TZVPD" orbital_gap_ev=10.71 smiles="C=C(C)[C@@H](C)O" total_energy_ha=-271.71975 lumo_energy_ev=0.968
C -0.37497 0.33531 -1.60783 -0.2 0.0 0.0
C 0.29073 0.35870 -0.46787 2.4 0.8 0.3
C 1.71037 1.00516 -0.36948 -1.2 -0.5 -0.4
C -0.11289 -0.22182 0.84999 -2.6 -0.5 -0.2
C -1.65013 -0.63677 0.84733 1.5 0.3 0.5
O 0.69567 -1.32289 1.20162 0.3 -0.3 0.1
H -1.35622 -0.09537 -1.70570 -0.2 -0.1 0.1
H 0.03054 0.79703 -2.49373 0.2 0.0 -0.1
H 2.13520 1.13357 -1.36150 0.1 0.1 0.0
H 2.38148 0.38411 0.22071 -0.1 -0.1 0.0
H 1.62335 1.97551 0.11801 0.1 0.1 0.0
H 0.04363 0.51541 1.64481 0.0 0.0 -0.1
H -1.89352 -1.00340 1.84166 -0.1 0.0 0.0
H -2.27767 0.21984 0.61888 -0.1 0.0 -0.1
H -1.82915 -1.43781 0.13264 0.0 0.0 -0.1
H 0.58357 -2.00659 0.53046 0.0 0.1 0.0